{"formula": "C48H114N12O18", "method": "wB97M-V/def2-TZVPD", "homo_ev": [0.072, -7.033], "homo_lumo_gap_ev": [1.6, 8.7], "fmax_ev_per_a": 3.8, "e_tot_ev": -106361.2682, "total_charge": -1, "spin_multiplicity": 2, "symbols": ["C", "O", "C", "C", "O", "C", "H", "H", "H", "H", "H", "H", "H", "H", "H", "H", "C", "O", "C", "C", "O", "C", "H", "H", "H", "H", "H", "H", "H", "H", "H", "H", "C", "O", "C", "C", "O", "C", "H", "H", "H", "H", "H", "H", "H", "H", "H", "H", "C", "C", "O", "N", "C", "H", "H", "H", "H", "H", "H", "H", "C", "C", "O", "N", "C", "H", "H", "H", "H", "H", "H", "H", "C", "C", "O", "N", "C", "H", "H", "H", "H", "H", "H", "H", "C", "C", "O", "N", "C", "H", "H", "H", "H", "H", "H", "H", "C", "C", "O", "N", "C", "H", "H", "H", "H", "H", "H", "H", "C", "C", "O", "N", "C", "H", "H", "H", "H", "H", "H", "H", "C", "C", "O", "N", "C", "H", "H", "H", "H", "H", "H", "H", "C", "C", "O", "N", "C", "H", "H", "H", "H", "H", "H", "H", "C", "C", "O", "N", "C", "H", "H", "H", "H", "H", "H", "H", "C", "C", "O", "N", "C", "H", "H", "H", "H", "H", "H", "H", "C", "C", "O", "N", "C", "H", "H", "H", "H", "H", "H", "H", "C", "C", "O", "N", "C", "H", "H", "H", "H", "H", "H", "H"], "xyz": [[20.0868, 16.6797, -0.9277], [19.1778, 15.9642, -0.1321], [19.8075, 14.8647, 0.5644], [18.9413, 14.2274, 1.6353], [19.6024, 13.1733, 2.2430], [18.7921, 12.1719, 2.7505], [20.7806, 17.2653, -0.3246], [19.5312, 17.4785, -1.4188], [20.7083, 16.1234, -1.6295], [20.6322, 15.3524, 1.0840], [20.1820, 14.1220, -0.1401], [17.9748, 13.9557, 1.2108], [18.8437, 14.9255, 2.4666], [19.3436, 11.2868, 3.0677], [18.0844, 11.6718, 2.0893], [18.1595, 12.5658, 3.5460], [14.4988, 13.9616, 9.5730], [14.7793, 13.3021, 8.3423], [16.0314, 13.6060, 7.7118], [15.9997, 13.1198, 6.2322], [14.9880, 13.8658, 5.5160], [15.1271, 13.6604, 4.1316], [13.6072, 13.4588, 9.9477], [14.2854, 15.0244, 9.4595], [15.2553, 13.7879, 10.3383], [16.7960, 13.2090, 8.3795], [16.0776, 14.6928, 7.7807], [15.8068, 12.0471, 6.2473], [16.9892, 13.2847, 5.8058], [15.1577, 12.6201, 3.8077], [16.0062, 14.1002, 3.6606], [14.2492, 14.0739, 3.6353], [15.6617, 15.8417, 13.2865], [15.4248, 16.1356, 11.9357], [16.0760, 17.3299, 11.3777], [15.8197, 17.6498, 9.8991], [14.4754, 18.1748, 9.6903], [14.2661, 18.5689, 8.3618], [15.1900, 16.6010, 13.9102], [16.7246, 15.8537, 13.5279], [15.3387, 14.8551, 13.6189], [17.1279, 17.2342, 11.6469], [15.7170, 18.2291, 11.8783], [15.9538, 16.7860, 9.2478], [16.5615, 18.4024, 9.6318], [13.2100, 18.5187, 8.0968], [14.8345, 17.9307, 7.6853], [14.5781, 19.5696, 8.0628], [16.3199, 9.4951, -0.0737], [16.3521, 10.9979, 0.0078], [17.3011, 11.5960, -0.3920], [15.2970, 11.5621, 0.4764], [15.0421, 12.9952, 0.4999], [16.3333, 9.1456, -1.1061], [15.4425, 9.0376, 0.3836], [17.1849, 9.2175, 0.5287], [14.5630, 11.0282, 0.9194], [13.9888, 13.1423, 0.2611], [15.6594, 13.5594, -0.1992], [15.1793, 13.3548, 1.5197], [18.4176, 9.2882, 11.7199], [17.5080, 9.4158, 10.5185], [17.9003, 9.2430, 9.3980], [16.2682, 9.7010, 10.8678], [15.2173, 10.0228, 9.9691], [18.1541, 8.4796, 12.4016], [18.2300, 10.2112, 12.2685], [19.4610, 9.1604, 11.4312], [16.0900, 9.7912, 11.8579], [14.4968, 9.2080, 9.8974], [15.5436, 10.3783, 8.9918], [14.7135, 10.9039, 10.3665], [17.7366, 13.3610, 11.3176], [18.8322, 13.0971, 12.2784], [18.6182, 13.3306, 13.4994], [20.0080, 12.7548, 11.7997], [21.1283, 12.4549, 12.6562], [18.0082, 12.8900, 10.3729], [17.5128, 14.4265, 11.2655], [16.8020, 12.9069, 11.6470], [20.2008, 12.8030, 10.8094], [21.6276, 11.5819, 12.2359], [20.8393, 12.1198, 13.6524], [21.8176, 13.2990, 12.6340], [12.4050, 15.8632, 4.7663], [11.6176, 17.0910, 5.2572], [12.1136, 18.0848, 5.8040], [10.2838, 17.0216, 5.0610], [9.2815, 18.0284, 5.3947], [11.7412, 15.1383, 4.2950], [12.8732, 15.3150, 5.5838], [13.1475, 16.1395, 4.0178], [9.9227, 16.2387, 4.5350], [8.5151, 17.7588, 6.1214], [8.7877, 18.1497, 4.4305], [9.7007, 18.9815, 5.7171], [10.7796, 8.0517, 7.5250], [12.0678, 8.8426, 7.3296], [13.0512, 8.5087, 7.9004], [12.0317, 10.0019, 6.6489], [13.1943, 10.9237, 6.5157], [10.6324, 7.3534, 6.7012], [9.9290, 8.7319, 7.5692], [10.7170, 7.5567, 8.4941], [11.1861, 10.2771, 6.1700], [13.4485, 11.0397, 5.4621], [14.0217, 10.4853, 7.0738], [12.9072, 11.9008, 6.9040], [11.8300, 11.3074, 9.9105], [10.4710, 10.8843, 10.5093], [10.1462, 9.7081, 10.7413], [9.6343, 11.9074, 10.7503], [8.3446, 11.6411, 11.4371], [11.9791, 12.3164, 10.2950], [11.7841, 11.4316, 8.8286], [12.7008, 10.7399, 10.2386], [10.0334, 12.8351, 10.7413], [7.6600, 12.4893, 11.4387], [8.4996, 11.3035, 12.4618], [7.8946, 10.7297, 11.0436], [16.1451, 17.2370, 5.3064], [17.6095, 17.4239, 5.2621], [18.3361, 16.6665, 4.6065], [18.1053, 18.5810, 5.7904], [19.5061, 19.0011, 5.7313], [15.5758, 18.0676, 5.7238], [15.9119, 16.2869, 5.7870], [15.7353, 17.0796, 4.3087], [17.4602, 19.1566, 6.3124], [19.7703, 19.1450, 4.6836], [20.2106, 18.2696, 6.1273], [19.6848, 19.9088, 6.3076], [16.0981, 9.4444, 4.4277], [16.9881, 9.5764, 5.6249], [17.9203, 10.3585, 5.5912], [16.8072, 8.9324, 6.7516], [16.0315, 7.7323, 6.9043], [16.5958, 8.9270, 3.6075], [15.9630, 10.4628, 4.0632], [15.0717, 9.1755, 4.6772], [17.4330, 9.0924, 7.5280], [16.4316, 6.7806, 6.5544], [15.1524, 7.7722, 6.2611], [15.6526, 7.5135, 7.9026], [12.7526, 17.5798, 0.2185], [13.9797, 16.7960, 0.5719], [13.9336, 15.7595, 1.2290], [15.0757, 17.3525, 0.1110], [16.3114, 16.6629, 0.3042], [12.9488, 18.5006, -0.3308], [12.2617, 17.8209, 1.1613], [12.2242, 16.9361, -0.4848], [15.0861, 18.2892, -0.2666], [16.5717, 16.6724, 1.3626], [16.9291, 17.3713, -0.2479], [16.3614, 15.6428, -0.0765], [12.6051, 8.4116, 2.9593], [12.7465, 9.9437, 2.8827], [13.8219, 10.4234, 2.5860], [11.6025, 10.6677, 2.9199], [11.4746, 12.0951, 2.7542], [11.8402, 8.1522, 2.2274], [12.2807, 8.0293, 3.9271], [13.5018, 7.9209, 2.5807], [10.7885, 10.1194, 3.1584], [11.8724, 12.4819, 1.8160], [11.8802, 12.6776, 3.5814], [10.4388, 12.4320, 2.7949], [19.9687, 11.4877, 8.0604], [20.8908, 12.6593, 8.1714], [21.3814, 12.9060, 9.2834], [20.9548, 13.5792, 7.1899], [20.2731, 13.4943, 5.9056], [18.9219, 11.7831, 8.1312], [20.1806, 10.8864, 8.9445], [20.2417, 10.8241, 7.2399], [21.5182, 14.3968, 7.3752], [20.7538, 14.3267, 5.3917], [19.2602, 13.8071, 6.1593], [20.4301, 12.5860, 5.3238], [11.2706, 15.3606, 8.3504], [11.2821, 15.5545, 9.8358], [10.6034, 14.8127, 10.5545], [12.0394, 16.5584, 10.2833], [12.1247, 16.8871, 11.7020], [10.4544, 14.7141, 8.0278], [12.2308, 14.9741, 8.0090], [11.1924, 16.3442, 7.8872], [12.6071, 17.1522, 9.6957], [12.7951, 16.2156, 12.2384], [11.1190, 16.7791, 12.1082], [12.4228, 17.9317, 11.7914]], "forces_ev_per_a": [[-0.1, 1.0, 0.5], [-0.2, -1.1, 0.0], [0.6, 1.0, 0.1], [-0.7, 1.2, 0.2], [1.5, -1.3, -1.0], [-1.2, -1.0, 0.6], [0.4, -0.2, 0.5], [-0.2, -0.4, -0.5], [-0.4, -0.5, -0.2], [0.6, -0.4, 0.1], [0.0, -0.1, -0.1], [-0.2, -0.2, 0.0], [-0.8, 0.7, -0.3], [0.6, 0.6, 0.6], [-0.1, 0.6, -1.0], [0.1, -0.1, 0.5], [-0.1, -0.9, -0.4], [-0.2, -0.4, -0.2], [-1.6, 0.5, 0.2], [-0.3, 0.9, 1.5], [1.2, -0.8, 0.6], [-0.6, -0.1, -1.0], [-0.1, 0.3, 0.0], [0.2, 0.2, -0.1], [0.4, 0.3, -0.1], [0.6, -0.3, -0.6], [0.5, 0.4, -0.5], [-0.2, -0.1, -0.3], [0.1, 0.0, -0.2], [-0.1, -0.5, 0.5], [0.4, 0.5, 0.4], [0.0, 0.2, 0.1], [0.8, 1.0, 0.5], [-0.2, 0.3, -1.9], [-0.9, -0.6, 1.1], [-0.8, -0.5, 0.5], [1.2, -0.1, 0.9], [0.1, -0.2, -1.1], [-0.2, 0.1, 0.3], [0.4, 0.1, -0.1], [-0.4, 0.0, -0.7], [0.3, 0.1, -0.5], [-0.2, 0.0, 0.5], [0.0, -0.2, 0.0], [0.1, 0.2, -0.1], [0.0, -0.2, 0.1], [-0.3, -0.4, -0.1], [0.3, 0.5, 0.7], [-0.2, -0.4, 0.8], [-0.3, -2.4, -0.7], [3.0, 1.7, -1.2], [-3.1, 1.7, 1.0], [-0.2, -0.3, 0.5], [0.5, 0.1, 0.1], [-0.1, 0.2, 0.2], [0.2, -0.6, -0.5], [0.2, -0.2, 0.0], [0.1, 0.2, -0.1], [0.1, -0.3, 0.1], [0.1, 0.3, -0.2], [0.1, 0.3, 0.3], [0.9, -1.0, 1.8], [0.6, 0.0, -2.0], [-0.4, 0.4, 0.7], [-1.2, 0.7, -0.2], [-0.2, -0.2, -0.2], [0.7, 0.1, 0.3], [-0.2, 0.3, 0.0], [-0.1, 0.0, -0.3], [0.0, 0.1, -0.4], [0.4, -0.6, 0.0], [-0.2, 0.0, 0.1], [-0.4, -0.6, -0.7], [-1.2, 1.7, 3.1], [0.4, -0.8, -1.5], [0.4, -0.6, 0.0], [0.4, -0.6, -0.5], [-0.3, 0.5, -0.4], [0.3, 0.0, -0.3], [0.1, -0.2, 0.2], [0.1, -0.2, -0.2], [0.3, 0.1, -0.2], [-0.3, 0.7, 0.0], [0.1, -0.1, 0.5], [-0.6, 0.3, 0.0], [0.2, 0.5, 0.4], [0.2, -0.8, -0.2], [-0.4, -0.4, 0.4], [0.2, 0.2, -1.0], [-0.2, 0.1, -0.1], [0.2, 0.3, 0.1], [0.1, 0.2, 0.2], [0.1, -0.1, 0.1], [0.3, -0.6, 0.2], [-0.5, 0.6, 0.2], [0.4, -0.3, -0.2], [-0.6, 0.7, -0.4], [-2.4, 0.6, 0.2], [3.2, -1.4, 1.5], [0.1, 0.9, -1.0], [-1.1, -0.8, 0.0], [0.0, -0.1, 0.1], [-0.1, 0.1, -0.4], [0.7, -0.1, -0.2], [-0.1, 0.0, 0.0], [0.1, 0.0, -0.1], [-0.1, 0.2, 0.0], [0.3, 0.0, 0.1], [-0.7, 0.9, 0.7], [0.4, -1.7, -0.2], [0.5, 1.1, -0.3], [-1.0, 0.1, 0.7], [0.8, -0.6, 0.0], [0.2, 0.2, 0.0], [0.0, -0.4, 0.0], [-0.6, -0.4, -0.2], [-0.3, 0.3, -0.1], [0.3, 0.0, -0.3], [0.3, 0.5, 0.4], [-0.1, 0.4, -0.7], [-1.1, -0.4, 0.1], [1.6, 0.1, -1.9], [-0.4, 0.4, 1.0], [-0.1, 0.2, 0.9], [-0.1, -0.4, -0.4], [0.1, -0.1, 0.2], [-0.1, 0.1, 0.4], [0.4, 0.1, -0.3], [0.2, -0.1, -0.1], [0.2, 0.2, 0.0], [-0.3, -0.3, 0.0], [-0.4, 0.1, -0.2], [-0.6, 0.9, 0.2], [0.7, 0.7, -0.8], [1.2, 1.4, -0.7], [-1.2, -2.5, 1.9], [-1.7, -0.9, -0.8], [-0.4, -0.4, 0.2], [0.3, 0.1, -0.1], [0.2, -0.8, -0.3], [0.3, 0.5, -0.1], [1.2, 0.1, 0.0], [-0.3, 0.4, 0.3], [0.2, 0.7, 0.1], [-0.2, -0.1, -0.1], [-1.8, 0.3, 0.6], [0.3, 0.3, -0.4], [0.6, -0.5, -0.2], [1.0, 1.4, -0.1], [0.2, 0.1, 0.1], [-0.6, -0.3, -0.3], [-0.7, 0.0, 0.5], [-0.2, -0.5, 0.0], [0.3, -0.2, 0.0], [1.2, -0.9, 0.2], [-0.2, 0.3, -0.2], [-0.6, 0.5, -0.4], [-0.9, -0.6, -0.8], [1.0, 0.7, 0.1], [0.2, -0.9, 0.4], [-0.1, 0.8, 0.2], [-0.3, -0.1, 0.1], [0.2, 0.1, 0.0], [0.2, 0.3, 0.5], [-0.4, 0.3, 0.0], [0.3, -0.3, 0.0], [0.6, -0.2, 0.1], [-0.3, -0.6, -0.2], [1.0, -0.9, 0.3], [-1.0, 1.4, 1.3], [0.6, 0.0, -0.2], [0.8, -1.3, 0.1], [0.5, 1.6, 0.6], [0.0, -0.1, -0.6], [-0.1, 0.1, 0.1], [-0.8, 0.3, -0.4], [-0.1, -0.2, 0.1], [-0.5, -0.1, -0.7], [-0.4, -0.6, -1.0], [-0.4, 0.0, 0.4], [0.3, 0.5, -0.4], [-0.7, -1.0, -0.5], [0.5, 0.4, 0.4], [0.4, 0.6, 1.0], [-0.7, -0.2, -0.3], [0.2, 0.1, 0.1], [0.0, -0.3, 0.0], [-0.2, 0.0, -0.2], [-0.1, -0.5, -0.3], [0.1, 0.2, 0.0], [0.1, 0.0, 0.2], [0.2, -0.2, 0.1]]}